1.
{"formula": "C5H7N4", "method": "wB97M-V/def2-TZVPD", "elements": ["C", "C", "C", "C", "C", "N", "N", "N", "N", "H", "H", "H", "H", "H", "H", "H"], "coordinates": [[3.05, -0.72, 0.27], [0.74, -1.48, 0.14], [0.77, 1.00, -0.25], [1.37, 2.29, -0.47], [-1.87, -1.58, 0.12], [4.20, -0.73, 0.26], [-0.31, 0.44, -0.18], [-0.48, -0.87, 0.10], [1.73, -0.63, 0.19], [0.77, -2.52, 0.61], [1.19, 2.74, -1.48], [0.86, 3.05, 0.15], [2.46, 2.38, -0.35], [-1.80, -2.47, -0.61], [-1.87, -1.92, 1.20], [-2.69, -0.91, -0.18]], "lowdin_charge": [-0.262, -0.016, -0.030, 0.004, 0.063, 0.217, 0.142, -0.106, 0.089, 0.205, 0.128, 0.123, 0.110, 0.123, 0.110, 0.102], "max_force_ev_per_a": 3.2, "charge": 1, "e_homo_ev": [-14.735, -14.735], "homo_lumo_gap_ev": [9.8622, 9.8629], "total_energy_ev": -11248.244}


2.
{"formula": "C5H7N4O2", "method": "wB97M-V/def2-TZVPD", "elements": ["C", "C", "C", "C", "C", "N", "N", "N", "N", "O", "O", "H", "H", "H", "H", "H", "H", "H"], "coordinates": [[-0.46, -1.69, -0.53], [-0.30, 0.79, 1.81], [0.72, 0.90, -1.32], [-1.45, 0.05, 1.16], [1.58, -0.35, -0.98], [-1.32, -0.99, 0.33], [0.50, 1.44, 0.99], [0.16, 1.70, -0.39], [0.90, -1.44, -0.91], [-0.12, 0.74, 2.97], [0.50, 1.00, -2.54], [-0.80, -2.66, -0.82], [-2.37, 0.06, 1.62], [2.59, -0.40, -1.41], [-2.36, -1.20, 0.17], [1.31, 1.97, 1.28], [-0.55, 2.40, -0.58], [1.45, -2.30, -0.82]], "lowdin_charge": [-0.045, -0.505, -0.412, 0.065, 0.078, 0.068, 0.109, 0.122, 0.081, 0.172, 0.116, 0.122, 0.113, 0.162, 0.208, 0.177, 0.185, 0.186], "max_force_ev_per_a": 5.0, "charge": 1, "e_homo_ev": [-12.492, -12.482], "homo_lumo_gap_ev": [6.9602, 6.9206], "total_energy_ev": -15342.821}


3.
{"formula": "C5H7N5O2", "method": "wB97M-V/def2-TZVPD", "elements": ["C", "C", "C", "C", "C", "H", "H", "H", "H", "H", "H", "H", "N", "N", "N", "N", "N", "O", "O"], "coordinates": [[-2.91, 0.47, -0.94], [-0.59, 0.29, -0.53], [0.53, -1.59, -0.09], [1.44, 0.43, 0.64], [0.39, 1.07, 0.15], [-3.58, 0.84, -1.42], [-3.16, -0.57, -1.16], [-3.19, 0.53, 0.07], [-0.14, -3.19, -0.69], [1.44, -3.48, 0.36], [3.25, 0.37, 1.52], [2.64, 2.11, 1.48], [-0.58, -0.90, -0.64], [0.68, -2.96, -0.17], [1.59, -0.95, 0.50], [2.54, 0.97, 1.29], [0.18, 2.49, 0.16], [-1.54, 0.97, -1.22], [1.01, 3.11, 0.70]], "lowdin_charge": [0.000, -0.410, -0.334, -0.310, -0.138, -0.021, 0.097, 0.088, 0.088, 0.145, 0.040, 0.189, 0.205, 0.131, 0.134, 0.135, 0.000, -0.014, -0.025], "max_force_ev_per_a": 11.3, "e_homo_ev": -8.461, "homo_lumo_gap_ev": 8.7248, "total_energy_ev": -16839.622}


4.
{"formula": "C5H7NO", "method": "wB97M-V/def2-TZVPD", "elements": ["C", "C", "C", "O", "C", "N", "C", "H", "H", "H", "H", "H", "H", "H"], "coordinates": [[0.01, 0.77, 1.73], [0.39, -0.29, 1.00], [-1.22, -0.95, -0.52], [-1.20, 0.08, -1.35], [-0.07, 0.62, -1.77], [1.15, 0.42, -1.27], [1.39, -0.04, -0.07], [0.11, 1.78, 1.34], [-0.43, 0.66, 2.72], [0.35, -1.29, 1.43], [-2.22, -1.22, -0.21], [-0.46, -1.71, -0.67], [-0.21, 1.24, -2.65], [2.43, -0.03, 0.25]], "lowdin_charge": [0.023, -0.258, -0.056, -0.048, -0.199, 0.062, -0.179, 0.069, 0.059, 0.112, 0.092, 0.095, 0.121, 0.106], "max_force_ev_per_a": 0.9, "e_homo_ev": [-7.297, -7.265], "homo_lumo_gap_ev": [7.3910, 7.3972], "total_energy_ev": -8831.097}


ΔE to the lowest compared entry with this formula, charge and spin list, top to bottom, in kJ/mol: 262.7 320.9 502.2 492.6